Molecular formula: C6H13NO
Method: DFT, the ωB97M-V functional and the def2-TZVPD basis

The total charge is -1. Its max |F| is 1.93 eV/A. The value obtained for the lowest unoccupied orbital energy (spin up / spin down) is 3.4 / 3.3 eV. As for the frontier orbital gap (spin up / spin down): 2.218 / 7.630 eV. The value obtained for the HOMO energy (spin up / spin down) is 0.0427 / -0.1599 Ha. For the energy above the lowest of the compared OMol25 structures with the same formula, charge and spin, the calculation gives 202.3 kJ/mol. Its expectation value of S² is 0.75. As for the spin multiplicity: 2.

Each line ends with the Löwdin spin population.
Geometry (Å):
C 2.6340 -2.6265 0.2518  0.034
N 1.6146 -1.7366 0.6722  0.014
C 0.8059 -0.9682 -0.1065  0.014
C 0.1051 0.1182 0.2849  0.106
C -0.6729 0.8764 -0.7036  0.035
C -1.7211 0.3254 -1.3356  0.010
C -2.4150 1.0779 -2.4460  0.004
H 2.3783 -3.0018 -0.7414  0.001
H 2.6941 -3.4991 0.9173  0.007
H 3.6574 -2.2219 0.2059  0.007
H 1.6900 -1.3465 1.6032  0.049
H 0.6445 -1.2108 -1.1557  0.003
H 0.3349 0.6314 1.2122  0.046
H -0.3291 1.8913 -0.8678  0.015
H -2.0305 -0.7048 -1.2431  0.002
H -1.7172 1.6867 -3.0517  0.001
H -2.7130 0.4441 -3.2885  0.000
H -3.1969 1.7340 -2.0617  0.003
H -0.0277 2.0783 3.4350  0.135
H -1.3130 2.8577 2.9552  0.108
O -0.4550 2.5103 2.6690  0.406